Record 1
A 2-piece molecular cluster, C23H26N2O8S overall, computed with ωB97M-V with the def2-TZVPD basis set.

Properties
- Multiplicity: 1
- DFT total energy: -54468.770 eV
- HOMO level: -8.52 eV
- E_LUMO: -0.0435 Eh
- Charge: 0
- Gap between HOMO and LUMO: 7.3325 eV
- ΔE to the lowest compared entry with this formula, charge and spin: 38.3 kJ/mol

Bonds (Å) are listed after each position.
Atoms and positions in Å:
1 C -2.0965 3.5458 3.0932  C2 1.550, H18 1.095, H19 1.096, H20 1.096
2 C -1.3543 2.5412 4.0112  C1 1.550, S3 1.819, C7 1.563, C16 1.527
3 S -2.4679 1.1988 4.5272  C2 1.819, O4 1.465, O5 1.466, O6 1.633
4 O -1.7909 -0.0634 4.8373  S3 1.465
5 O -3.6083 1.0052 3.6263  S3 1.466
6 O -3.0773 1.6936 5.9596  S3 1.633, H21 0.966
7 C -0.7461 3.3502 5.2023  C2 1.563, C8 1.528, H22 1.095, H23 1.094
8 C 0.2513 2.5398 6.0285  C7 1.528, O9 1.225, C10 1.473
9 O 0.3523 2.7739 7.2266  C8 1.225
10 C 1.1697 1.6208 5.3342  C8 1.473, C11 1.408, C15 1.418
11 C 2.3060 1.1172 5.9960  C10 1.408, C12 1.396, H24 1.088
12 C 3.1997 0.2702 5.3379  C11 1.396, C13 1.395, H25 1.086
13 C 2.9676 -0.0863 4.0093  C12 1.395, C14 1.398, H26 1.087
14 C 1.8405 0.3992 3.3404  C13 1.398, C15 1.409, H27 1.088
15 C 0.9247 1.2530 3.9864  C10 1.418, C14 1.409, C16 1.487
16 C -0.2876 1.7356 3.2737  C2 1.527, C15 1.487, O17 1.229
17 O -0.4232 1.5469 2.0669  C16 1.229
18 H -1.4009 4.2885 2.6878  C1 1.095
19 H -2.5744 3.0360 2.2485  C1 1.096
20 H -2.8779 4.0715 3.6531  C1 1.096
21 H -3.3530 0.8486 6.3380  O6 0.966
22 H -1.5397 3.7167 5.8625  C7 1.095
23 H -0.2126 4.2256 4.8200  C7 1.094
24 H 2.5002 1.3885 7.0317  C11 1.088
25 H 4.0726 -0.1118 5.8599  C12 1.086
26 H 3.6591 -0.7470 3.4937  C13 1.087
27 H 1.6748 0.1007 2.3071  C14 1.088
28 C -0.1348 -5.7137 -5.6340  N29 1.462, H45 1.091, H46 1.092, H47 1.091
29 N -0.1181 -4.5629 -4.7331  C28 1.462, C30 1.341, H48 1.009
30 C -0.6676 -3.3747 -5.0221  N29 1.341, O31 1.228, C32 1.543
31 O -1.2488 -3.1692 -6.0836  C30 1.228
32 C -0.5282 -2.2520 -3.9731  C30 1.543, C33 1.543, N41 1.477, H49 1.090
33 C -0.7894 -0.8349 -4.5239  C32 1.543, C34 1.519, H50 1.089, H51 1.091
34 C -0.6806 0.2631 -3.4805  C33 1.519, C35 1.410, C40 1.409
35 C 0.5342 0.9584 -3.3134  C34 1.410, C36 1.408, H52 1.081
36 C 0.6600 1.9289 -2.3013  C35 1.408, C37 1.410, H53 1.080
37 C -0.4268 2.1977 -1.4447  C36 1.410, O38 1.357, C39 1.411
38 O -0.2735 3.0584 -0.4064  C37 1.357, H54 0.966
39 C -1.6496 1.5165 -1.6232  C37 1.411, C40 1.409, H55 1.080
40 C -1.7777 0.5564 -2.6463  C34 1.409, C39 1.409, H56 1.081
41 N 0.7021 -2.2947 -3.1572  C32 1.477, C42 1.335, H57 1.008
42 C 1.9829 -2.3448 -3.5304  N41 1.335, C43 1.518, O44 1.220
43 C 2.3884 -2.4143 -4.9914  C42 1.518, H58 1.085, H59 1.089, H60 1.087
44 O 2.8539 -2.3406 -2.6759  C42 1.220
45 H -1.1454 -6.1218 -5.6939  C28 1.091
46 H 0.1706 -5.4010 -6.6346  C28 1.092
47 H 0.5477 -6.4863 -5.2775  C28 1.091
48 H 0.3512 -4.6583 -3.8450  N29 1.009
49 H -1.3421 -2.4406 -3.2734  C32 1.090
50 H -0.0938 -0.6217 -5.3341  C33 1.089
51 H -1.7921 -0.8061 -4.9533  C33 1.091
52 H 1.3800 0.7341 -3.9483  C35 1.081
53 H 1.5918 2.4536 -2.1535  C36 1.080
54 H -0.4973 2.6169 0.4235  O38 0.966
55 H -2.4786 1.7273 -0.9645  C39 1.080
56 H -2.7124 0.0285 -2.7762  C40 1.081
57 H 0.5819 -2.1675 -2.1641  N41 1.008
58 H 1.8066 -1.7208 -5.5904  C43 1.085
59 H 3.4410 -2.1458 -5.0707  C43 1.089
60 H 2.2565 -3.4272 -5.3631  C43 1.087

Record 2
C3H3NO3 in the gas phase, computed with ωB97M-V with the def2-TZVPD basis set.

Properties
- Multiplicity: 1
- DFT total energy: -10790.145 eV
- HOMO level: -10.41 eV
- E_LUMO: 0.0285 Eh
- Charge: 0
- Gap between HOMO and LUMO: 11.1820 eV
- ΔE to the lowest compared entry with this formula, charge and spin: 246.6 kJ/mol

Bonds (Å) are listed after each position.
Atoms and positions in Å:
1 O 2.0807 -0.5359 1.8315  C2 1.191
2 C 1.2353 -0.6499 1.0000  O1 1.191, O3 1.375, H8 1.102
3 O -0.0141 -0.1122 1.2037  C2 1.375, C4 1.390
4 C -0.9239 -0.0844 0.1534  O3 1.390, N5 1.506, C6 1.477, H9 1.085
5 N -1.1001 1.1159 -0.7384  C4 1.506, C6 1.336, H10 1.015
6 C -0.3764 0.0953 -1.2062  C4 1.477, N5 1.336, O7 1.202
7 O 0.4332 -0.2349 -2.0308  C6 1.202
8 H 1.3646 -1.1776 0.0416  C2 1.102
9 H -1.8765 -0.5079 0.4542  C4 1.085
10 H -0.8229 2.0916 -0.7091  N5 1.015

Record 3
C4H5NOS in the gas phase, computed with ωB97M-V with the def2-TZVPD basis set.

Properties
- Multiplicity: 1
- DFT total energy: -18599.637 eV
- HOMO level: -9.34 eV
- E_LUMO: -0.0574 Eh
- Charge: 0
- Gap between HOMO and LUMO: 7.7769 eV
- ΔE to the lowest compared entry with this formula, charge and spin: 220.2 kJ/mol

Bonds (Å) are listed after each position.
Atoms and positions in Å:
1 H -0.8262 -2.1649 -1.2442  N2 1.070
2 N -0.4128 -1.2420 -0.8936  H1 1.070, C3 1.282
3 C 0.8500 -1.3623 -0.7093  N2 1.282, C4 1.434, H9 1.168
4 C 1.6359 -0.2924 -0.1665  C3 1.434, S5 1.604, C6 1.504
5 S 3.1469 -0.4452 0.3486  C4 1.604
6 C 1.1009 1.1042 -0.3298  C4 1.504, C7 1.519, O8 1.259
7 C -0.1538 1.3912 0.4760  C6 1.519, H10 1.149, H11 1.025, H12 1.179
8 O 1.6570 1.9652 -1.0603  C6 1.259
9 H 1.5046 -2.2954 -0.9622  C3 1.168
10 H -0.5915 0.6378 1.2243  C7 1.149
11 H -0.1348 2.2914 0.9651  C7 1.025
12 H -1.1125 1.5323 -0.1954  C7 1.179

Record 4
A 2-piece molecular cluster, CH3NO3 overall, computed with ωB97M-V with the def2-TZVPD basis set.

Properties
- Multiplicity: 1
- DFT total energy: -8707.342 eV
- HOMO level (alpha / beta): -11.29 / -8.99 eV
- E_LUMO (alpha / beta): 0.0034 / -0.0868 Eh
- Charge: 0
- Gap between HOMO and LUMO (alpha / beta): 11.3855 / 6.6323 eV
- ΔE to the lowest compared entry with this formula, charge and spin: 928.7 kJ/mol

Bonds (Å) are listed after each position.
Atoms and positions in Å:
1 C -0.2970 -0.0788 -0.1083  H6 1.093, H7 1.121, H8 1.053
2 N 3.1288 -0.0160 0.1261  O3 1.451, O4 1.405, O5 1.200
3 O 4.3852 -0.7404 0.0904  N2 1.451, O4 1.442
4 O 4.3293 0.6763 0.3560  N2 1.405, O3 1.442
5 O 2.3911 0.1341 -0.8081  N2 1.200
6 H -0.4652 0.9996 -0.0604  C1 1.093
7 H -0.2264 -0.5323 0.9141  C1 1.121
8 H -0.6444 -0.5974 -0.9560  C1 1.053